Record 1
C18H43BF3NO5P2S | ωB97M-V/def2-TZVPD

Element x y z (Å)
C (-4.370, 4.747, -2.909)
C (-0.076, -3.121, 0.785)
C (-0.057, 0.281, 0.013)
H (2.024, 0.153, 0.533)
H (-5.665, 6.381, -1.008)
H (-2.404, 1.712, -0.041)
C (-3.710, -0.332, 3.638)
H (-3.544, 4.449, -3.559)
H (6.136, -2.109, -1.574)
O (-0.709, 1.418, 3.176)
H (4.911, -2.502, -0.197)
P (-1.447, -0.469, 1.085)
P (-2.922, -1.502, 2.352)
C (1.423, -3.123, -1.542)
C (4.952, -0.251, -0.988)
H (1.147, -1.248, 2.831)
H (6.986, 0.873, -0.533)
C (-4.334, 1.114, -1.791)
H (1.931, -4.168, -1.814)
C (5.434, -1.218, 2.226)
H (4.060, -3.685, -2.168)
H (3.907, 0.107, -0.571)
C (6.083, 0.366, 0.058)
C (-1.237, -2.160, 0.141)
H (-6.449, 7.640, -1.998)
O (-4.814, -0.838, -0.294)
N (1.169, 0.674, 0.863)
H (2.077, -1.830, -3.303)
H (4.480, -0.541, 2.258)
H (5.558, 1.253, 0.657)
H (5.933, -1.298, 3.297)
H (-3.794, -0.930, 4.649)
C (-2.800, 0.696, 0.383)
H (-3.641, 0.985, 1.180)
H (7.401, -0.123, 1.860)
C (2.457, -1.980, -2.181)
C (5.034, -1.877, -1.179)
O (-3.610, 7.309, -2.784)
C (4.009, -2.500, -2.296)
H (-2.273, -2.724, 0.327)
H (1.388, 1.684, 0.611)
H (-3.208, 0.720, 3.736)
O (-2.115, -2.741, 3.337)
H (-0.034, 1.645, 3.881)
C (-6.070, 6.615, -1.995)
B (-0.483, 0.019, 2.666)
F (-5.467, 0.457, -2.495)
H (-0.345, 1.248, -0.581)
H (0.372, -3.137, -2.057)
H (-2.745, -2.938, 4.117)
H (-0.409, -4.261, 0.667)
H (7.188, -1.561, 0.650)
H (0.084, -2.971, 1.950)
H (5.057, -2.321, 1.971)
H (-5.364, -0.232, 0.301)
H (4.414, -2.276, -3.394)
H (-1.167, -1.998, -1.016)
H (-4.824, -0.125, 3.264)
H (0.380, -0.478, -0.797)
H (-4.070, 4.629, -1.865)
H (1.949, -2.027, 0.511)
C (-3.645, -0.072, -0.839)
H (5.101, 0.291, -2.017)
H (-6.885, 5.929, -2.239)
C (6.602, -0.702, 1.188)
H (2.332, -0.924, -1.670)
S (-4.770, 6.479, -3.246)
O (0.428, -0.860, 3.446)
C (1.403, -2.991, 0.091)
H (-2.962, -0.730, -1.524)
F (-4.907, 2.176, -0.908)
H (-5.240, 4.123, -3.122)
H (2.045, -3.909, 0.506)
F (-3.288, 1.614, -2.713)

Output
- Gap between HOMO and LUMO: 0.2665 hartree
- Molar mass: 515.4 g mol⁻¹
- Total charge: 0
- Lowest unoccupied orbital energy: 0.40 eV
- Spin multiplicity: 1

Record 2
C18H43N3O16S4 | ωB97M-V/def2-TZVPD

Element x y z (Å)
S (-3.719, 6.379, -1.264)
H (-1.182, -0.320, -1.448)
C (1.401, -5.544, 1.919)
C (6.629, -0.106, -2.779)
H (-0.773, -7.059, 5.203)
H (-5.888, -0.444, -2.604)
H (-2.959, 7.552, 1.388)
H (-5.088, 3.302, -0.743)
H (6.102, 0.786, -3.115)
H (-6.807, -2.514, -1.492)
O (-0.478, -6.675, 3.176)
C (10.220, -3.027, -1.869)
S (0.368, -5.328, 3.333)
N (0.717, 1.071, -1.482)
C (8.107, 0.182, -2.592)
H (-5.420, -1.888, -0.603)
C (-3.475, 8.492, 1.190)
S (-4.627, 1.002, -0.573)
C (-6.444, -1.669, -0.905)
H (-5.176, 9.234, 0.124)
H (10.466, -3.987, -2.322)
O (-0.497, -4.208, 3.096)
C (-4.786, 2.638, 0.059)
H (-3.037, 7.206, -3.356)
H (-0.064, 1.401, -0.927)
H (-7.542, -0.233, -2.052)
N (-0.565, -1.025, 3.322)
H (2.041, -6.409, 2.075)
H (8.226, 1.009, -1.892)
C (0.311, 0.083, 3.122)
C (-4.647, 8.290, 0.249)
O (3.995, -0.009, -1.872)
H (1.007, -2.008, 0.143)
H (-1.611, -8.108, 4.071)
O (-2.379, 6.270, -0.775)
H (-5.518, 2.635, 0.863)
H (2.101, -0.928, 1.858)
H (0.859, 1.633, 1.774)
O (8.812, -0.937, -2.025)
H (-3.254, -6.607, 5.119)
O (0.850, 0.643, 4.020)
C (1.478, -1.062, -0.190)
H (-0.016, -1.837, 3.616)
C (0.865, -0.369, -1.461)
C (-2.581, -6.222, 4.352)
H (-5.363, 7.571, 0.656)
C (-6.517, -0.388, -1.713)
O (1.166, -5.414, 4.516)
N (-0.432, -0.919, -1.794)
C (-1.329, -7.073, 4.264)
H (11.118, -2.426, -1.750)
H (-4.685, 6.499, -3.409)
H (1.580, 1.564, -1.273)
H (-0.358, 0.508, 1.038)
H (-3.813, 2.936, 0.446)
H (-3.103, -6.205, 3.394)
C (1.785, -0.209, 1.073)
C (-3.673, 6.389, -3.026)
O (-4.265, 0.129, 0.507)
H (-7.039, -1.584, 0.005)
H (6.187, -0.452, -1.850)
H (9.723, -3.184, -0.915)
O (1.889, -0.670, -2.440)
C (0.553, 0.575, 1.661)
H (-3.251, 5.437, -3.346)
O (7.919, -2.984, -3.077)
H (-3.814, 8.895, 2.145)
H (0.773, -5.674, 1.040)
H (8.575, 0.485, -3.532)
O (2.806, -1.501, -0.632)
O (9.829, -1.758, -4.119)
H (2.663, 0.440, 0.900)
H (2.004, -4.643, 1.814)
C (3.061, -0.643, -1.678)
H (-2.341, -5.189, 4.606)
H (-0.563, -1.800, -1.299)
H (-0.933, -1.251, 2.397)
O (-3.867, 1.037, -1.789)
H (-2.745, 9.175, 0.753)
O (-6.170, 0.766, -0.932)
H (6.471, -0.888, -3.523)
S (9.110, -2.199, -2.961)
O (-4.748, 5.481, -0.823)
O (-4.226, 7.882, -1.063)

Output
- Gap between HOMO and LUMO: 0.3676 hartree
- Molar mass: 685.8 g mol⁻¹
- Total charge: 0
- Lowest unoccupied orbital energy: 0.34 eV
- SMILES: NC(=O)CC[C@@H]1OC(=O)OC1(N)N.CCOS(C)(=O)=O.CCOS(C)(=O)=O.CCOS(C)(=O)=O.CCOS(C)(=O)=O
- Spin multiplicity: 1

Record 3
C18H44BrClP2Ru | ωB97M-V/def2-TZVPD

Element x y z (Å)
H (4.512, 2.394, 2.069)
H (1.309, 5.625, 0.178)
C (-3.058, -1.901, -2.951)
C (-1.810, -3.488, -0.485)
H (-0.390, -4.943, -2.454)
C (-2.858, -0.022, -1.187)
H (-4.098, -1.554, -2.964)
C (3.355, 0.268, 1.570)
H (0.012, -4.766, 0.078)
H (-3.565, -4.036, 0.531)
H (0.370, 5.039, 1.545)
H (-1.182, 3.089, -1.147)
H (-1.492, -4.941, 1.045)
C (0.115, -2.848, -2.627)
C (-0.663, 3.118, 3.091)
H (0.458, -0.910, -1.613)
H (-2.989, 0.997, -1.581)
H (-1.557, -4.066, -3.412)
H (2.113, -2.308, -1.652)
Cl (1.347, 1.043, -1.988)
Br (-1.592, 0.197, 1.576)
H (-0.426, -3.552, 1.244)
C (1.390, 1.598, 3.811)
H (-0.934, 3.947, 2.422)
H (-1.537, -0.346, -2.809)
C (1.182, 4.770, 0.854)
H (-3.149, -2.353, 0.874)
H (1.384, 3.333, -0.800)
H (-3.023, -2.912, -2.562)
H (0.053, -2.095, -3.421)
H (-0.564, 4.777, -1.142)
C (0.755, 2.588, 2.835)
H (1.243, 1.977, 4.831)
H (0.296, -1.560, 0.436)
C (-0.693, 3.869, -0.522)
H (-3.930, -2.746, -0.620)
H (-1.409, 2.313, 3.009)
H (0.990, 0.579, 3.670)
C (-0.871, -4.218, 0.493)
C (1.594, -3.089, -2.256)
C (0.713, 3.535, 0.052)
H (2.089, -3.194, -3.247)
H (-0.610, 3.616, 4.074)
H (1.360, 3.524, 2.823)
P (0.922, 1.867, 1.001)
C (2.808, 1.576, 0.975)
H (2.949, 1.541, -0.123)
H (2.488, 1.570, 3.739)
H (-2.016, -4.183, -1.329)
H (3.970, 3.475, 0.736)
H (-3.747, -0.454, -0.691)
H (4.456, 0.333, 1.601)
H (3.084, 3.312, 2.350)
H (1.736, -4.034, -1.692)
C (-2.161, -0.960, -2.143)
H (2.161, 4.653, 1.339)
H (3.068, -0.630, 0.999)
H (3.062, 0.147, 2.623)
P (-0.881, -2.021, -1.200)
H (-0.004, -4.471, -4.125)
Ru (0.098, -0.051, -0.175)
H (-2.685, -1.977, -3.971)
C (-0.491, -4.140, -3.192)
H (-2.148, 0.215, -0.312)
H (-1.373, 4.197, 0.279)
C (3.637, 2.804, 1.548)
C (-3.173, -3.112, 0.092)

Output
- Gap between HOMO and LUMO (alpha / beta): 0.2153 / 0.2514 hartree
- Molar mass: 538.9 g mol⁻¹
- ⟨S²⟩: 6.02
- Total charge: 0
- Lowest unoccupied orbital energy (alpha / beta): 0.18 / -1.28 eV
- Spin multiplicity: 5